# 1
C6H25AgN10O10 as an isolated structure, computed with wB97M-V/def2-TZVPD.

Element x y z (Å)
Ag 0.117 -0.388 -4.768
O -0.067 0.355 -0.457
C -0.060 0.155 -1.842
O 0.947 -0.322 -2.431
O -1.012 0.428 -2.548
H -0.926 0.775 -0.369
O 1.766 -2.187 -4.822
H 2.379 -2.346 -4.104
H 2.191 -2.570 -5.589
O -3.117 2.110 -2.126
H -3.019 2.872 -2.697
H -2.349 1.570 -2.313
C 1.906 -2.619 2.663
O 1.903 -3.343 3.628
N 2.955 -2.013 2.230
N 0.877 -2.627 1.830
H 3.892 -2.225 2.540
H 2.843 -1.230 1.601
H 0.128 -3.298 1.923
H 0.907 -1.934 1.095
C 1.525 1.515 2.343
O 1.949 2.088 3.311
N 2.141 1.447 1.231
N 0.348 0.985 2.340
H 3.145 1.449 1.127
H 1.532 1.400 0.427
H 0.035 0.643 1.442
H -0.310 1.111 3.096
C 3.380 -2.677 -1.268
O 4.169 -3.543 -0.863
N 3.527 -1.381 -1.038
N 2.321 -2.876 -1.924
H 2.864 -0.681 -1.337
H 4.284 -1.065 -0.449
H 1.946 -3.757 -2.243
H 1.718 -2.076 -2.050
C -2.086 3.633 0.828
O -1.190 3.201 0.147
N -3.072 4.259 0.365
N -2.290 3.401 2.094
H -3.777 4.444 1.064
H -3.245 4.191 -0.627
H -3.167 3.564 2.566
H -1.576 2.911 2.614
C -3.310 -0.486 0.887
O -3.209 -0.549 2.127
N -3.655 -1.425 0.046
N -2.779 0.516 0.306
H -3.903 -1.306 -0.926
H -4.009 -2.112 0.697
H -2.374 1.290 0.813
H -3.194 0.723 -0.591

Output
<S²> ... 2.0090
Highest occupied orbital energy (alpha / beta) ... -14.7 / -14.7 eV
Electronic energy ... -1689.90434 a.u.
2S+1 ... 3
Charge ... +2
E_LUMO (alpha / beta) ... -5.8 / -11.3 eV

# 2
C6H25BeN12O7 as an isolated structure, computed with wB97M-V/def2-TZVPD.

Element x y z (Å)
Be 1.132 -15.714 8.879
O 1.445 -14.219 10.902
H 1.833 -13.387 10.568
C -0.588 -12.707 8.520
O 0.450 -13.246 8.236
N -0.742 -11.670 9.306
N -1.732 -13.338 8.332
H -0.001 -11.282 9.872
H -1.655 -11.243 9.370
H -1.585 -14.271 7.975
H -2.558 -12.771 8.463
C -2.033 -17.067 9.006
O -1.352 -16.045 9.093
N -2.221 -17.719 7.952
N -2.594 -17.658 9.961
H -1.887 -17.220 7.140
H -2.805 -18.542 7.996
H -2.339 -17.364 10.892
H -2.859 -18.632 9.930
C 2.881 -14.717 6.033
O 2.121 -15.359 6.673
N 4.147 -14.955 6.083
N 2.549 -13.738 5.188
H 4.272 -15.888 6.450
H 4.789 -14.498 5.451
H 3.402 -13.383 4.780
H 1.706 -13.182 5.214
C 0.980 -18.223 11.681
O 0.807 -17.555 10.661
N 0.453 -17.946 12.830
N 1.623 -19.313 11.814
H 0.169 -16.978 12.880
H 0.974 -18.422 13.552
H 1.595 -19.772 12.713
H 2.131 -19.719 11.041
C 4.241 -15.797 9.592
O 3.381 -16.526 9.371
N 5.377 -15.938 9.108
N 3.970 -14.676 10.186
H 6.030 -15.255 9.462
H 5.752 -16.748 8.634
H 3.109 -14.460 10.667
H 4.640 -13.943 10.373
C 1.118 -18.635 6.439
O 0.776 -17.881 7.336
N 2.100 -18.465 5.692
N 0.484 -19.735 6.254
H 2.254 -19.229 5.050
H 2.805 -17.771 5.892
H 0.506 -20.365 5.465
H -0.089 -20.056 7.022

Output
<S²> ... 0.7539
Highest occupied orbital energy (alpha / beta) ... -14.9 / -14.9 eV
Electronic energy ... -1441.58255 a.u.
2S+1 ... 2
Charge ... +2
E_LUMO (alpha / beta) ... -6.5 / -9.2 eV

# 3
A 5-piece molecular cluster, C6H25N2O4 overall, computed with wB97M-V/def2-TZVPD.

Element x y z (Å)
C 0.548 -0.226 -0.948
N 0.070 1.005 -0.314
C 0.338 1.024 1.182
C -0.409 2.233 1.799
C 1.827 0.873 1.443
C -0.630 -1.165 -1.054
N -1.890 -0.384 -1.582
C -2.253 -0.805 -2.925
H 1.126 0.093 -1.990
H 1.502 -0.560 -0.502
H 0.590 1.816 -0.628
H -0.133 0.195 1.667
H 0.119 3.053 1.354
H -1.442 2.252 1.394
H -0.394 2.289 2.915
H 2.050 0.156 2.307
H 2.438 0.517 0.594
H 2.298 1.862 1.812
H -0.526 -1.959 -1.851
H -0.809 -1.758 -0.147
H -2.701 -0.720 -1.046
H -1.760 0.647 -1.420
H -1.352 -0.443 -3.588
H -3.306 -0.388 -3.261
H -2.036 -1.900 -3.115
H 2.200 -3.481 -0.946
H 1.273 -3.629 0.277
O 1.492 -3.066 -0.445
H 1.891 -1.934 3.317
H 0.703 -1.008 3.040
O 1.058 -1.849 2.907
H -2.222 -0.657 1.971
H -3.341 0.165 1.530
O -2.723 -0.494 1.208
H 1.766 3.786 -2.274
H 2.803 2.740 -1.931
O 2.107 3.273 -1.568

Output
Highest occupied orbital energy ... -12.7 eV
Electronic energy ... -653.77206 a.u.
Charge ... +1
E_LUMO ... -2.5 eV

# 4
A 6-piece molecular cluster, C6H26NO6 overall, computed with wB97M-V/def2-TZVPD.

Element x y z (Å)
C -1.391 -1.244 -0.597
O -2.385 -0.396 -0.260
C -0.107 -0.716 0.225
C 1.168 -0.769 -0.659
C 1.892 -2.039 -0.219
C 2.469 -2.118 1.199
C 3.229 -1.002 1.869
N -0.382 0.763 0.610
H -1.236 -0.992 -1.724
H -1.421 -2.400 -0.743
H -3.196 -0.765 0.192
H -0.066 -1.395 1.136
H 1.816 0.117 -0.765
H 0.918 -0.877 -1.795
H 2.889 -2.181 -0.860
H 1.111 -2.745 -0.354
H 1.684 -2.418 1.935
H 3.151 -3.019 1.261
H 2.628 -0.248 2.484
H 3.934 -1.381 2.778
H 3.758 -0.255 1.352
H 0.181 1.005 1.453
H -0.165 1.292 -0.202
H -1.344 0.968 0.641
H 0.295 0.681 4.800
H 0.630 -0.783 4.464
O 0.940 0.081 4.219
H -2.826 2.197 0.282
H -3.572 1.259 1.231
O -3.565 1.558 0.422
H 1.473 -0.545 -3.742
H 0.700 0.544 -4.189
O 0.461 -0.239 -3.777
H 0.606 3.523 -0.250
H -0.041 3.459 -1.530
O 0.477 2.977 -0.850
H -2.337 0.987 -1.553
H -2.502 1.822 -2.762
O -1.923 1.534 -2.095

Output
Highest occupied orbital energy ... -13.4 eV
Electronic energy ... -749.99559 a.u.
Charge ... +1
E_LUMO ... -3.0 eV